{
  "formula": "C21H28Br4CsN5O6S3",
  "method": "ωB97M-V/def2-TZVPD",
  "energy_ha": -13053.089676,
  "gap_ha": 0.1672,
  "total_charge": -2,
  "symbols": ["Cs", "N", "C", "C", "N", "C", "C", "N", "H", "H", "H", "H", "H", "H", "H", "H", "H", "H", "H", "H", "H", "Br", "C", "C", "Br", "C", "Br", "C", "O", "C", "O", "C", "Br", "C", "C", "S", "C", "C", "S", "C", "C", "S", "H", "H", "H", "H", "H", "H", "H", "H", "H", "H", "H", "H", "O", "C", "O", "C", "C", "N", "N", "C", "C", "O", "O", "H", "H", "H"],
  "positions_angstrom": [[-1.11346, -1.30543, 1.22482], [-0.87394, 3.03224, -0.05246], [-1.05125, 3.35087, 1.37131], [0.27482, 3.47376, 2.09278], [0.83108, 2.15990, 2.39348], [2.13228, 2.21476, 3.04780], [2.73609, 0.83780, 3.26133], [3.45643, 0.36195, 2.06749], [-1.79887, 2.95336, -0.46423], [-0.51980, 2.08555, -0.13535], [-1.66103, 2.60016, 1.88022], [-1.58170, 4.30228, 1.43815], [0.12593, 3.99559, 3.04376], [0.95924, 4.08611, 1.48611], [0.88864, 1.61231, 1.54486], [1.98524, 2.70416, 4.01450], [2.85811, 2.82745, 2.48862], [1.93263, 0.15604, 3.55612], [3.44464, 0.88910, 4.08977], [2.84043, 0.42464, 1.26285], [3.58759, -0.64019, 2.15597], [-7.67324, 1.98294, 0.74059], [-6.32185, 0.64661, 0.74408], [-6.64900, -0.69144, 0.80599], [-8.46115, -1.25682, 0.90981], [-5.60976, -1.64910, 0.81310], [-5.98793, -3.51502, 0.86689], [-4.23378, -1.33025, 0.77810], [-3.30455, -2.20839, 0.77344], [-3.87774, 0.10615, 0.72656], [-2.63146, 0.44621, 0.67669], [-4.95448, 1.01923, 0.69901], [-4.46983, 2.85487, 0.56534], [-0.59440, 0.08262, -5.99796], [-1.75999, 0.52016, -5.10848], [-1.38199, 1.12520, -3.46327], [-0.58344, -0.32494, -2.74833], [0.92236, -0.57501, -2.99372], [1.96487, 0.90380, -2.92739], [2.90534, 0.81716, -4.46564], [2.20746, 0.39742, -5.75671], [0.72374, 1.31161, -6.25511], [-0.98504, -0.18664, -6.98134], [-0.13245, -0.81272, -5.58856], [-2.45672, -0.31791, -5.03080], [-2.30551, 1.34030, -5.57843], [-1.14692, -1.20972, -3.05420], [-0.72710, -0.24831, -1.67637], [1.08381, -1.05764, -3.95323], [1.26600, -1.26527, -2.22332], [3.76692, 0.15782, -4.33815], [3.29567, 1.83076, -4.57466], [1.95032, -0.66009, -5.73966], [2.93001, 0.51098, -6.56743], [2.35951, -5.63654, 2.60106], [2.39569, -6.08087, 1.36854], [2.79595, -7.19420, 1.07965], [1.95615, -5.14903, 0.28401], [1.84543, -5.56359, -1.01596], [1.46127, -4.48787, -1.72581], [1.32022, -3.37742, -0.98213], [1.61639, -3.76013, 0.25145], [1.51831, -2.74258, 1.37370], [1.57531, -3.21207, 2.55504], [1.32446, -1.56720, 1.05909], [2.01250, -4.65346, 2.63669], [2.01259, -6.53737, -1.45060], [1.25806, -4.44010, -2.70599]],
  "mulliken_charge": [1.392, -0.549, -0.229, -1.020, 0.024, -0.798, -0.269, -0.762, 0.244, 0.074, 0.261, 0.467, 0.456, 0.342, -0.113, 0.398, 0.352, 0.236, 0.443, 0.190, 0.285, -0.258, -0.077, 0.137, -0.240, -0.222, -0.228, 0.387, -1.043, 0.194, -0.576, -0.064, -0.184, -0.485, -0.822, -0.009, -0.641, -0.146, -0.039, -0.638, -0.771, -0.097, 0.454, 0.192, 0.355, 0.370, 0.488, -0.067, 0.034, 0.332, 0.310, 0.350, 0.365, 0.419, -0.569, 0.434, -0.674, 0.542, -0.557, -0.069, -0.171, -0.244, 0.591, -0.885, -0.733, 0.476, 0.518, 0.136]
}